*a*
{
  "formula": "CH14O6",
  "method": "ωB97M-V/def2-TZVPD",
  "symbols": ["C", "O", "H", "H", "H", "H", "H", "H", "O", "H", "H", "O", "H", "H", "O", "H", "H", "O", "H", "H", "O"],
  "xyz": [[-1.306, -2.330, -1.588], [-0.090, -2.302, -0.812], [-1.964, -3.171, -1.344], [-1.324, -2.311, -2.759], [-1.894, -1.389, -1.471], [-0.255, -1.934, 0.095], [1.827, 2.079, 2.789], [0.857, 1.109, 1.983], [1.278, 1.243, 2.941], [-0.595, 1.920, 0.349], [-1.242, 2.459, 1.653], [-1.183, 1.750, 1.090], [0.442, 2.374, -1.596], [0.886, 1.096, -1.132], [0.712, 2.012, -0.777], [-0.840, 0.143, 1.749], [-0.099, -0.712, 2.730], [-0.686, -0.774, 1.936], [1.271, -0.366, -3.747], [0.897, -0.964, -2.417], [1.202, -0.224, -2.797]],
  "nbo_charge": [-0.27, -0.77, 0.18, 0.18, 0.17, 0.52, 0.48, 0.48, -0.97, 0.50, 0.48, -0.98, 0.48, 0.51, -0.96, 0.49, 0.48, -0.99, 0.48, 0.48, -0.96],
  "total_charge": 0,
  "gap_ha": 0.4032,
  "smiles": "CO.O.O.O.O.O",
  "homo_energy_ev": -10.55
}

*b*
{
  "formula": "CH14O6",
  "method": "ωB97M-V/def2-TZVPD",
  "symbols": ["C", "O", "H", "H", "H", "H", "H", "H", "O", "H", "H", "O", "H", "H", "O", "H", "H", "O", "H", "H", "O"],
  "xyz": [[0.506, -0.727, -3.459], [0.300, -0.669, -2.070], [-0.305, -1.315, -3.912], [1.384, -1.253, -3.847], [0.456, 0.290, -3.869], [-0.614, -0.851, -1.846], [-1.279, 3.281, -1.616], [-0.614, 2.565, -0.477], [-1.428, 2.529, -1.016], [0.484, 0.282, 1.726], [1.327, 1.008, 0.793], [0.661, 1.196, 1.475], [2.602, -0.403, 5.345], [1.666, -0.114, 6.496], [2.131, -0.844, 6.045], [-2.750, 0.710, -2.624], [-2.591, 0.538, -1.112], [-2.625, 0.062, -1.924], [0.490, -1.896, -0.340], [0.094, -2.536, 1.011], [0.521, -1.783, 0.623]],
  "nbo_charge": [-0.25, -0.76, 0.17, 0.18, 0.16, 0.50, 0.47, 0.49, -0.96, 0.49, 0.47, -0.96, 0.47, 0.47, -0.94, 0.48, 0.49, -0.96, 0.49, 0.47, -0.97],
  "total_charge": 0,
  "gap_ha": 0.4060,
  "smiles": "CO.O.O.O.O.O",
  "homo_energy_ev": -10.52
}

The energy of each structure relative to the most stable one, in kJ/mol, is as follows: *a* 32.1; *b* 0.0.

*a*
{
  "formula": "C6H13N3",
  "method": "ωB97M-V/def2-TZVPD",
  "symbols": ["C", "C", "C", "C", "C", "C", "N", "N", "N", "H", "H", "H", "H", "H", "H", "H", "H", "H", "H", "H", "H", "H"],
  "xyz": [[0.217, -0.516, 3.433], [0.252, 0.061, 1.108], [0.234, -0.680, -0.199], [-0.225, 1.483, 1.172], [0.091, -2.070, -0.024], [0.134, 1.233, -1.882], [0.545, -0.677, 2.208], [-0.699, -1.020, -2.365], [-0.029, -0.143, -1.410], [0.340, -1.297, 4.036], [-0.128, 0.425, 3.908], [-0.779, 1.688, 0.328], [0.618, 2.092, 1.351], [-0.961, 1.725, 1.930], [-0.713, -2.170, 0.725], [0.968, -2.490, 0.549], [-0.070, -2.583, -0.948], [0.723, 1.340, -2.799], [-0.843, 1.591, -2.221], [0.557, 1.996, -1.227], [0.043, -1.312, -2.958], [-1.131, -0.354, -2.955]],
  "nbo_charge": [-0.14, 0.00, 0.28, -0.66, -0.69, -0.43, -0.43, -0.61, -0.27, 0.15, 0.13, 0.21, 0.21, 0.21, 0.25, 0.26, 0.23, 0.19, 0.19, 0.24, 0.34, 0.34],
  "total_charge": 0,
  "gap_ha": 0.2635,
  "smiles": "C=N/C(C)=C(\\C)N(C)N",
  "homo_energy_ev": -6.50
}

*b*
{
  "formula": "C6H13N3",
  "method": "ωB97M-V/def2-TZVPD",
  "symbols": ["C", "C", "C", "N", "N", "C", "C", "C", "N", "H", "H", "H", "H", "H", "H", "H", "H", "H", "H", "H", "H", "H"],
  "xyz": [[0.739, 0.572, -1.673], [2.250, -2.281, 1.038], [-2.532, 0.887, -0.592], [0.340, 0.326, -0.299], [1.776, -1.564, -0.122], [0.024, -0.762, 0.298], [-1.276, 1.291, 0.089], [-1.049, 2.348, 0.840], [-0.568, -1.387, 1.177], [2.482, -0.885, -0.397], [-1.331, -0.950, 1.676], [-0.135, 0.746, -2.301], [1.372, 1.460, -1.693], [1.286, -0.261, -2.117], [1.461, -2.942, 1.398], [3.112, -2.910, 0.770], [2.562, -1.630, 1.869], [-2.757, -0.169, -0.433], [-3.381, 1.492, -0.252], [-2.444, 1.037, -1.671], [-0.078, 2.559, 1.271], [-1.854, 3.024, 1.126]],
  "nbo_charge": [-0.41, -0.43, -0.70, -0.44, -0.77, 0.70, 0.20, -0.45, -0.73, 0.33, 0.38, 0.19, 0.21, 0.24, 0.20, 0.18, 0.15, 0.24, 0.24, 0.23, 0.23, 0.21],
  "total_charge": 0,
  "gap_ha": [0.2946, 0.2947],
  "homo_energy_ev": [-7.41, -7.41]
}

*c*
{
  "formula": "C6H13N3",
  "method": "ωB97M-V/def2-TZVPD",
  "symbols": ["C", "C", "C", "C", "C", "C", "H", "H", "H", "H", "H", "H", "H", "H", "H", "H", "H", "H", "H", "N", "N", "N"],
  "xyz": [[0.569, 2.540, -1.370], [-1.291, -0.128, 0.351], [-0.101, -1.016, 0.642], [-0.531, -2.544, 0.643], [0.441, -0.662, 2.028], [0.979, 0.168, -1.089], [1.351, 2.886, -0.693], [0.928, 2.529, -2.395], [-0.325, 3.199, -1.256], [-1.584, 1.734, -0.347], [-1.869, -0.487, -0.560], [-1.979, -0.083, 1.211], [-1.322, -2.748, 1.405], [-0.766, -2.890, -0.356], [0.370, -3.189, 0.950], [-0.056, -1.188, 2.811], [0.453, 0.378, 2.181], [1.487, -1.008, 1.982], [1.851, 0.425, -1.703], [0.049, 1.185, -1.104], [-0.802, 1.241, 0.038], [0.905, -0.956, -0.428]],
  "nbo_charge": [-0.41, -0.25, 0.07, -0.60, -0.62, 0.27, 0.19, 0.21, 0.20, 0.35, 0.18, 0.21, 0.20, 0.22, 0.22, 0.21, 0.22, 0.22, 0.18, -0.30, -0.46, -0.50],
  "total_charge": 0,
  "gap_ha": 0.3343,
  "smiles": "CN1C=NC(C)(C)CN1",
  "homo_energy_ev": -8.22
}

*d*
{
  "formula": "C6H13N3",
  "method": "ωB97M-V/def2-TZVPD",
  "symbols": ["C", "C", "C", "C", "C", "C", "H", "H", "H", "H", "H", "H", "H", "H", "H", "H", "H", "H", "H", "N", "N", "N"],
  "xyz": [[3.040, -0.684, -0.584], [0.245, 0.768, 1.308], [-0.858, 0.820, 0.232], [-0.774, 1.897, -0.821], [-1.444, -1.667, 0.422], [-2.412, -0.868, -0.421], [3.242, -1.085, -1.535], [3.326, -1.575, 0.051], [3.785, 0.036, -0.420], [1.065, -0.781, -0.736], [0.094, 1.066, 2.349], [-1.924, 1.113, 0.658], [0.044, 1.668, -1.582], [-1.672, 1.931, -1.252], [-0.733, 2.951, -0.477], [-1.083, -2.573, -0.069], [-1.528, -1.777, 1.478], [-2.833, -1.188, -1.474], [-3.044, -0.123, 0.120], [1.724, -0.110, -0.403], [1.422, 0.329, 1.031], [-1.076, -0.399, -0.331]],
  "nbo_charge": [-0.42, 0.05, -0.10, -0.60, -0.26, -0.23, 0.20, 0.16, 0.20, 0.37, 0.21, 0.15, 0.23, 0.20, 0.22, 0.21, 0.21, 0.20, 0.18, -0.50, -0.24, -0.44],
  "total_charge": 0,
  "gap_ha": 0.3513,
  "smiles": "CN/N=C\\[C@@H](C)N1CC1",
  "homo_energy_ev": -8.51
}

The energy of each structure relative to the most stable one, in kJ/mol, is as follows: *a* 251.3; *b* 358.1; *c* 0.0; *d* 274.4.

*a*
{
  "formula": "C6H13N3",
  "method": "ωB97M-V/def2-TZVPD",
  "symbols": ["C", "C", "C", "C", "C", "C", "N", "N", "N", "H", "H", "H", "H", "H", "H", "H", "H", "H", "H", "H", "H", "H"],
  "xyz": [[0.714, -0.879, 1.051], [-1.443, 2.454, 1.075], [0.629, 3.357, 1.841], [0.679, -1.361, -1.952], [-0.194, -3.098, -0.761], [-0.302, -0.966, 0.254], [1.790, -0.495, 1.430], [-0.418, 2.707, 2.091], [-0.422, -1.759, -0.964], [-1.511, 3.298, 0.371], [-1.249, 1.633, 0.381], [-2.309, 2.237, 1.675], [2.542, -0.790, 2.011], [0.885, 3.826, 0.903], [1.427, 3.540, 2.600], [0.639, -0.354, -2.223], [1.650, -1.711, -1.578], [0.445, -1.859, -2.848], [-0.997, -3.619, -0.412], [0.122, -3.490, -1.639], [0.622, -3.234, -0.003], [-1.266, -0.686, 0.592]],
  "nbo_charge": [0.41, -0.46, -0.05, -0.42, -0.39, -0.29, -0.63, -0.40, -0.40, 0.18, 0.22, 0.21, 0.40, 0.13, 0.16, 0.20, 0.17, 0.19, 0.19, 0.19, 0.15, 0.22],
  "total_charge": 0,
  "gap_ha": 0.3454,
  "smiles": "CN(C)C=C=N.C=NC",
  "homo_energy_ev": -8.40
}

*b*
{
  "formula": "C6H13N3",
  "method": "ωB97M-V/def2-TZVPD",
  "symbols": ["C", "C", "C", "C", "C", "C", "N", "N", "N", "H", "H", "H", "H", "H", "H", "H", "H", "H", "H", "H", "H", "H"],
  "xyz": [[-0.606, 2.092, -0.465], [-3.188, 0.101, 1.103], [-1.175, 1.379, 0.424], [1.708, 0.618, 1.229], [0.868, -2.035, -0.994], [0.963, -0.267, 0.593], [-1.967, 0.756, 1.188], [2.068, -0.021, -1.508], [0.997, -0.612, -0.766], [-1.039, 3.109, -0.526], [0.301, 1.835, -0.992], [-3.393, -0.310, 2.106], [-3.937, 0.696, 0.610], [1.344, 0.785, 2.262], [-3.108, -0.749, 0.442], [2.600, 1.095, 0.865], [0.268, -2.283, -1.954], [1.834, -2.445, -1.197], [0.341, -2.556, -0.162], [0.105, -0.572, 1.107], [2.910, -0.131, -1.020], [2.106, -0.484, -2.346]],
  "nbo_charge": [-0.66, -0.42, 0.45, -0.50, -0.42, -0.03, -0.50, -0.65, -0.29, 0.24, 0.27, 0.21, 0.21, 0.21, 0.19, 0.20, 0.19, 0.18, 0.22, 0.21, 0.33, 0.35],
  "total_charge": 0,
  "gap_ha": 0.3199,
  "smiles": "C=CN(C)N.C=C=NC",
  "homo_energy_ev": -7.80
}

The energy of each structure relative to the most stable one, in kJ/mol, is as follows: *a* 0.0; *b* 14.0.